[1]
14 unconnected molecules or ions with the total composition C32H90F6N5O17S2 in a non-equilibrium geometry, computed with ωB97M-V/def2-TZVPD.

```
! wB97M-V def2-TZVPD RIJCOSX def2/J DEFGRID3
* xyz -1 1
C -11.1875 -4.1776 15.2616
F -11.8920 -3.0732 15.0375
F -10.3333 -4.3754 14.2704
F -10.5074 -4.0437 16.3972
S -12.3175 -5.6553 15.4711
O -11.5440 -6.6731 16.1276
O -13.4706 -5.1638 16.1886
N -12.6567 -6.0418 13.8921
S -13.2673 -7.5141 14.0025
O -12.2085 -8.4923 14.0261
O -14.3182 -7.6763 14.9789
C -14.0669 -7.8204 12.3301
F -14.4591 -9.0901 12.2894
F -15.1263 -7.0341 12.1611
F -13.1714 -7.6028 11.3770
C -9.7443 -6.6345 11.8527
O -10.7572 -5.6717 11.6209
H -9.2068 -6.4632 12.7924
H -10.1299 -7.6596 11.8593
H -9.0209 -6.5493 11.0394
H -11.4533 -5.8872 12.2613
C -13.8247 -10.3757 9.4209
O -13.0896 -11.3528 8.6879
H -13.5345 -9.3459 9.1934
H -14.8817 -10.3991 9.1248
H -13.7576 -10.6312 10.4724
H -13.5068 -11.4355 7.8276
C -16.2147 -6.8122 8.8917
O -17.1725 -6.4083 7.9348
H -16.1846 -7.8840 9.1201
H -15.2205 -6.4901 8.5935
H -16.4174 -6.3459 9.8644
H -17.9943 -6.8728 8.1085
C -12.0917 -7.1712 7.6570
O -11.3607 -5.9745 7.4520
H -13.1449 -6.9842 7.4442
H -11.7853 -7.9239 6.9225
H -11.9667 -7.5871 8.6571
H -10.5456 -6.1641 6.9862
C -12.3061 -11.1288 16.7140
C -13.7922 -11.4000 16.5231
O -14.1317 -12.6578 17.0863
H -12.1065 -10.1419 16.2949
H -11.6717 -11.8949 16.2664
H -12.0670 -11.1485 17.7810
H -13.9998 -11.3888 15.4500
H -14.3337 -10.5735 16.9955
H -15.0642 -12.8291 16.9325
C -15.4285 -2.5760 11.4942
C -14.9554 -3.6129 12.4806
O -13.7107 -4.1568 12.0599
H -15.7619 -2.9862 10.5364
H -14.6089 -1.9011 11.2359
H -16.2962 -2.0028 11.8273
H -15.6887 -4.4294 12.5112
H -14.8800 -3.2233 13.5020
H -13.3962 -4.6950 12.8092
C -15.7493 -11.7158 13.3165
C -16.9928 -11.5681 12.4535
O -17.0430 -12.6834 11.5590
H -14.8752 -11.9412 12.7093
H -15.9609 -12.5649 13.9704
H -15.5818 -10.8268 13.9206
H -16.9663 -10.6078 11.9245
H -17.9173 -11.5953 13.0400
H -17.8170 -12.5811 10.9990
C -11.8321 -11.8693 13.0486
C -10.3943 -11.4980 13.3604
O -9.4527 -12.1440 12.5051
H -12.5088 -11.4301 13.7840
H -11.9578 -12.9452 12.9319
H -12.2016 -11.4223 12.1195
H -10.1106 -11.7709 14.3797
H -10.2639 -10.4131 13.3205
H -9.1883 -11.5359 11.8117
C -17.4476 -5.0553 15.1973
C -17.0545 -3.9305 16.1272
O -17.3603 -4.2819 17.4751
H -16.8544 -5.9572 15.3532
H -17.3588 -4.7646 14.1446
H -18.4871 -5.3805 15.3053
H -17.4441 -2.9273 15.9262
H -15.9687 -3.7725 16.0342
H -16.5034 -4.4336 17.9246
C -14.1425 0.5039 13.4889
C -14.6899 0.5423 14.9082
C -14.0825 -0.5316 15.7740
O -14.7630 -0.6089 17.0220
C -13.9934 -1.3168 17.9686
N -14.4350 1.8556 15.5233
H -14.5028 1.3768 12.9437
H -14.5024 -0.3929 12.9824
H -13.0524 0.4793 13.4373
H -15.7763 0.3951 14.8426
H -13.0238 -0.3681 15.9934
H -14.1991 -1.4776 15.2260
H -13.7995 -2.3545 17.6696
H -14.5289 -1.2763 18.9145
H -13.0016 -0.8618 18.0963
H -14.7955 1.8206 16.4743
H -15.0098 2.5672 15.0816
C -8.1921 1.3479 15.7296
C -8.9830 0.1193 15.3273
C -10.0791 -0.3489 16.2813
O -9.6915 -0.3557 17.6421
C -8.8433 -1.4163 17.9953
N -9.5312 0.3510 13.9713
H -8.8218 2.2351 15.8528
H -7.4608 1.5942 14.9603
H -7.6533 1.2004 16.6669
H -8.2465 -0.6832 15.2019
H -10.4909 -1.3104 15.9622
H -10.9158 0.3569 16.2401
H -8.5292 -1.3129 19.0345
H -7.9317 -1.4173 17.3868
H -9.3204 -2.3994 17.9248
H -10.1005 1.1975 14.0416
H -10.2530 -0.3451 13.7776
C -15.6351 -6.0434 20.7310
C -14.6937 -6.1108 19.5300
C -15.0612 -7.2807 18.6003
O -15.1677 -8.5499 19.2324
C -13.9575 -8.9636 19.8252
N -14.8933 -4.9091 18.7064
H -15.4864 -6.8617 21.4382
H -16.6624 -5.9198 20.3956
H -15.3734 -5.1734 21.3474
H -13.6614 -6.2536 19.8667
H -14.3546 -7.3462 17.7639
H -16.0377 -7.0366 18.1771
H -13.6174 -8.3230 20.6453
H -13.1651 -9.0892 19.0809
H -14.1759 -9.9231 20.3005
H -14.2669 -5.0562 17.9095
H -14.4832 -4.1002 19.1682
C -8.6685 -8.7392 15.2197
C -8.3656 -8.3210 16.6638
C -9.2062 -9.1576 17.6008
O -8.9595 -8.8036 18.9516
C -9.7225 -9.5705 19.8486
N -6.9242 -8.4201 16.9133
H -9.6889 -8.4554 14.9557
H -8.5569 -9.8102 15.0253
H -7.9687 -8.2457 14.5426
H -8.6635 -7.2708 16.7203
H -8.9201 -10.2217 17.5281
H -10.2586 -9.1244 17.2957
H -9.4149 -9.3073 20.8590
H -9.5180 -10.6436 19.7226
H -10.7901 -9.3956 19.6850
H -6.7892 -8.4888 17.9184
H -6.5851 -9.2972 16.5293
*
```

Atomic partial charges in e from the Mulliken method, atoms 1 to 5: 0.12, -0.14, -0.19, -0.20, 0.59



[2]
C6H4O in the gas phase, computed with ωB97M-V/def2-TZVPD.

```
! wB97M-V def2-TZVPD RIJCOSX def2/J DEFGRID3
* xyz 0 1
C -0.5516 0.8655 -0.3868
C 0.9080 1.4926 -0.9625
C 0.4463 0.4275 -1.5518
C -0.4298 -0.5455 -0.9936
C -0.3272 -0.3528 0.4907
C 0.9723 -0.4895 1.2497
O 2.0097 -0.8598 0.7687
H -1.4776 1.4169 -0.4916
H -1.2433 -1.0474 -1.5028
H -1.1979 -0.6906 1.0582
H 0.8911 -0.2171 2.3218
*
```

Atomic partial charges in e from the natural (NBO) method, atoms 1 to 5: -0.13, -0.07, -0.11, -0.19, -0.31



[3]
7 unconnected molecules or ions with the total composition C26H62N9O6, computed with ωB97M-V/def2-TZVPD.

```
! wB97M-V def2-TZVPD RIJCOSX def2/J DEFGRID3
* xyz 1 1
C 3.1831 0.1460 12.5863
C 1.8851 -0.1142 11.8224
C 2.1131 -1.0166 10.5914
C 1.4585 -0.5044 9.2971
C 2.5053 -0.0498 8.2606
N 1.9960 1.0751 7.4712
C 2.6949 2.0545 6.9752
N 1.9551 3.0424 6.3046
N 4.0340 2.1066 7.0143
C 4.6981 3.3564 7.4495
C 4.5357 3.6030 8.9368
H 2.9966 0.6908 13.5078
H 3.6913 -0.7846 12.8248
H 3.8656 0.7564 11.9936
H 1.1931 -0.6061 12.4995
H 1.4754 0.8475 11.5211
H 1.7160 -2.0019 10.8166
H 3.1849 -1.1469 10.4450
H 0.8388 -1.2828 8.8639
H 0.8336 0.3602 9.5158
H 3.4017 0.2459 8.7951
H 2.7139 -0.8682 7.5766
H 1.0043 1.0936 7.2877
H 1.8485 3.8840 6.8614
H 2.4725 3.2909 5.4664
H 4.4528 1.2988 7.4581
H 4.3204 4.1878 6.8617
H 5.7524 3.2737 7.2055
H 5.0732 2.8493 9.5093
H 3.4936 3.5825 9.2524
H 4.9546 4.5684 9.2048
C 1.4618 2.3721 0.6642
C 0.8334 1.0592 1.0463
O 0.6288 0.1721 0.2391
N 0.4899 0.8909 2.3619
C 0.6539 1.8451 3.4338
H 1.6876 2.3563 -0.3952
H 0.7834 3.2032 0.8629
H 2.3954 2.5300 1.2065
H 0.0831 -0.0070 2.5679
H 1.3044 1.4295 4.2104
H -0.3134 2.0773 3.8859
H 1.0901 2.7664 3.0621
C 2.1977 2.1528 -3.5850
C 2.7884 3.3694 -2.9130
O 3.4296 3.2920 -1.8796
N 2.5792 4.5813 -3.5067
C 1.8660 4.8643 -4.7390
H 2.4477 1.2782 -2.9937
H 1.1115 2.2294 -3.6498
H 2.6026 2.0288 -4.5898
H 3.0070 5.3494 -3.0133
H 2.5317 5.3271 -5.4687
H 1.0333 5.5481 -4.5586
H 1.4714 3.9487 -5.1656
C -1.2234 -2.1246 -1.0676
C -1.0687 -2.6314 -2.4846
O -0.8144 -1.8793 -3.4141
N -1.2324 -3.9618 -2.6964
C -1.5517 -4.9882 -1.7277
H -1.0558 -1.0550 -1.0620
H -2.2277 -2.3361 -0.6942
H -0.4913 -2.5882 -0.4064
H -1.1135 -4.2510 -3.6617
H -0.7654 -5.7444 -1.7010
H -2.4880 -5.4834 -1.9934
H -1.6546 -4.5589 -0.7366
C -2.3016 5.3591 -0.2947
C -0.8544 5.3329 -0.7261
O 0.0645 5.2682 0.0765
N -0.5963 5.3693 -2.0574
C -1.5413 5.4408 -3.1563
H -2.3349 5.3192 0.7891
H -2.7907 6.2741 -0.6297
H -2.8420 4.5024 -0.6983
H 0.3888 5.3286 -2.2747
H -1.4387 4.5687 -3.8041
H -1.3661 6.3379 -3.7525
H -2.5583 5.4714 -2.7817
C -3.5770 -3.9535 -5.2416
C -2.8926 -5.2070 -5.7252
O -1.7671 -5.4994 -5.3348
N -3.5600 -6.0052 -6.5880
C -4.8879 -5.8149 -7.1497
H -2.8861 -3.4462 -4.5771
H -3.8231 -3.2778 -6.0607
H -4.4903 -4.1951 -4.6961
H -3.0436 -6.8271 -6.8586
H -5.5365 -6.6458 -6.8690
H -4.8389 -5.7731 -8.2379
H -5.3276 -4.8938 -6.7838
C -4.2792 -6.8388 -12.2722
C -4.7809 -5.6619 -11.4686
O -5.6472 -5.7840 -10.6171
N -4.2299 -4.4478 -11.7286
C -3.1994 -4.1154 -12.6942
H -4.8149 -7.7246 -11.9476
H -4.4585 -6.6873 -13.3369
H -3.2113 -6.9913 -12.1129
H -4.6092 -3.7052 -11.1634
H -2.3302 -3.6879 -12.1922
H -3.5738 -3.3882 -13.4161
H -2.8838 -5.0023 -13.2320
*
```

Atomic partial charges in e from the Mulliken method, atoms 1 to 5: -1.32, -0.26, -0.94, -0.82, -0.59



[4]
2 unconnected molecules or ions with the total composition CH6S2 in a non-equilibrium geometry, computed with ωB97M-V/def2-TZVPD.

## Properties
SMILES   CS.S

```
! wB97M-V def2-TZVPD RIJCOSX def2/J DEFGRID3
* xyz 0 1
C -1.2438 -2.4827 -0.1335
S -0.1808 -1.0831 0.3387
H -0.8920 -3.0978 -0.9684
H -2.2210 -2.0326 -0.2853
H -1.2733 -3.2124 0.6846
H 0.7629 -1.7504 1.0039
S 0.7387 2.4101 -0.2432
H 1.9787 2.3488 -0.8091
H 0.3348 1.1452 -0.4166
*
```

Atomic partial charges in e from the natural (NBO) method, atoms 1 to 5: -0.73, -0.06, 0.22, 0.23, 0.22



[5]
C3H5NO3S in the gas phase in a non-equilibrium geometry, computed with ωB97M-V/def2-TZVPD.

## Properties
SMILES   O=CNOCC(O)=S

```
! wB97M-V def2-TZVPD RIJCOSX def2/J DEFGRID3
* xyz 0 1
O -3.4659 0.6696 0.2605
C -2.5728 0.4112 1.1870
N -1.2401 0.0580 0.3103
O -0.3936 -0.5086 1.3209
C 0.7847 0.1556 0.9514
C 1.2382 0.0273 -0.5180
O 0.2494 0.5159 -1.3760
S 2.6712 -0.7098 -1.1189
H -2.6191 0.3603 2.4826
H -1.4684 -0.6859 -0.4693
H 1.5841 -0.2598 1.5844
H 0.8432 1.2842 1.3937
H -0.2181 1.2715 -0.6264
*
```

Atomic partial charges in e from the natural (NBO) method, atoms 1 to 5: -0.53, 0.49, -0.42, -0.39, -0.21



[6]
A molecular structure, C36H65F9N2SSi2 in a non-equilibrium geometry, computed with ωB97M-V/def2-TZVPD.

```
! wB97M-V def2-TZVPD RIJCOSX def2/J DEFGRID3
* xyz 0 1
C -10.8467 2.2184 5.4356
C -10.8162 1.4079 4.1458
C -10.4178 2.2496 2.9373
C -10.3948 1.4147 1.6568
C -9.2205 0.4151 1.6423
C -8.4047 0.4245 0.3292
C -6.9658 0.9237 0.5168
C -6.3437 1.5050 -0.7663
C -5.3665 0.5392 -1.4766
C -3.8957 1.0059 -1.4456
C -3.1966 0.7619 -2.7881
C -3.0440 -0.7126 -3.1504
C -2.1659 -1.5421 -2.2138
C -0.7159 -1.0486 -2.1833
C -0.4251 0.0318 -1.2180
N 0.6113 -0.1343 -0.4971
C 1.0756 0.8779 0.4598
C 1.4297 2.1959 -0.2245
C 1.2799 3.3985 0.7075
C 1.9135 4.6493 0.0932
C 0.9498 5.3952 -0.7970
F 0.1021 6.0827 0.0183
F 0.1659 4.5820 -1.5281
C 1.6098 6.4808 -1.6876
F 0.6735 7.3682 -2.0258
F 2.5245 7.1225 -0.9765
S 2.3564 5.8621 -3.3170
F 2.4712 4.3854 -2.7393
F 0.9113 5.5632 -3.8571
F 2.2937 7.3237 -3.9087
F 3.8284 6.1501 -2.8015
F 2.9511 5.3397 -4.6720
C 1.2339 -1.4521 -0.7407
C 2.7419 -1.5775 -0.7387
C 3.4540 -0.7010 -1.7429
C 3.5210 -1.0192 -3.1087
C 4.2035 -0.1855 -4.0030
C 4.8340 0.9825 -3.5538
C 4.7957 1.3033 -2.1943
C 4.1089 0.4635 -1.3113
C 0.4158 -2.0726 -1.8723
H -9.8772 2.6666 5.6393
H -11.5661 3.0298 5.3311
H -11.1454 1.6017 6.2776
H -10.1214 0.5781 4.2736
H -11.7988 0.9801 3.9465
H -11.1119 3.0863 2.8620
H -9.4197 2.6570 3.1088
H -11.3402 0.8903 1.5346
H -10.2911 2.0983 0.8138
H -9.5506 -0.5911 1.8788
H -8.5403 0.7232 2.4355
H -8.9272 1.0316 -0.4072
H -8.3613 -0.5875 -0.0739
H -6.3785 0.0690 0.8537
H -6.9461 1.6513 1.3264
H -7.1656 1.6754 -1.4582
H -5.8810 2.4702 -0.5827
H -5.6594 0.4682 -2.5211
H -5.4520 -0.4396 -1.0122
H -3.3496 0.5249 -0.6329
H -3.8831 2.0801 -1.2736
H -3.8216 1.2256 -3.5499
H -2.2474 1.2967 -2.8380
H -4.0348 -1.1540 -3.2258
H -2.6130 -0.7703 -4.1513
H -2.5590 -1.5241 -1.1986
H -2.1765 -2.5642 -2.5783
H -0.5089 -0.5774 -3.1508
H -1.0123 0.9298 -1.0831
H 0.3022 0.9999 1.2145
H 1.9538 0.4985 0.9706
H 0.8696 2.3503 -1.1431
H 2.4746 2.1454 -0.5153
H 0.2472 3.5626 1.0074
H 1.8365 3.1682 1.6157
H 2.2384 5.3192 0.8809
H 2.8085 4.3500 -0.4456
H 0.9439 -2.0315 0.1481
H 3.1692 -1.3812 0.2408
H 2.9574 -2.6160 -0.9797
H 3.0725 -1.9269 -3.4870
H 4.2665 -0.4391 -5.0506
H 5.3600 1.6351 -4.2329
H 5.2861 2.1821 -1.8066
H 4.0970 0.7139 -0.2572
H 0.1094 -3.0913 -1.6850
H 1.0496 -2.0825 -2.7568
C 5.8031 -3.6818 -0.9851
Si 6.1129 -3.9476 0.8722
C 4.4796 -4.6283 1.5778
C 6.3404 -2.2078 1.6116
N 7.4191 -4.9536 1.0577
Si 8.0839 -5.4800 2.5050
C 6.8949 -6.5012 3.5770
C 8.7532 -4.0827 3.6024
C 9.5562 -6.6067 2.1299
H 4.9491 -3.0168 -1.1672
H 6.6814 -3.2333 -1.4528
H 5.6009 -4.6380 -1.4725
H 3.6138 -4.0391 1.2327
H 4.4720 -4.6013 2.6693
H 4.3317 -5.6599 1.2548
H 7.3051 -1.7951 1.3129
H 6.2921 -2.2263 2.7025
H 5.5557 -1.5158 1.2635
H 6.1252 -5.8751 4.0356
H 7.4299 -7.0058 4.3905
H 6.4037 -7.2662 2.9725
H 9.3741 -3.4042 3.0141
H 9.3682 -4.4812 4.4183
H 7.9455 -3.5051 4.0594
H 10.3123 -6.0638 1.5590
H 9.2334 -7.4695 1.5438
H 10.0241 -6.9753 3.0503
*
```

Atomic partial charges in e from the Mulliken method, atoms 1 to 5: -1.33, -0.22, -0.86, -0.63, -0.85



Sequential orbital gap output: 0.3446 0.3596 0.2577 0.3718 0.3171 0.1281 hartree
Sequential DFT total energy output: -114874.13180 -8327.42106 -53660.40087 -22804.28118 -21653.19650 -92413.30452 eV